{
  "formula": "C39H57N6PdSi4Te",
  "method": "the ωB97M-V functional and the def2-TZVPD basis",
  "symbols": ["Pd", "C", "C", "C", "C", "N", "C", "N", "C", "N", "C", "N", "C", "C", "C", "C", "C", "N", "C", "C", "C", "C", "C", "C", "H", "H", "H", "H", "H", "H", "H", "H", "H", "H", "H", "H", "C", "C", "C", "C", "C", "C", "C", "C", "N", "C", "C", "C", "C", "H", "H", "H", "H", "H", "H", "H", "H", "H", "H", "H", "H", "H", "H", "H", "H", "H", "H", "C", "Si", "C", "C", "Si", "Te", "Si", "C", "C", "C", "Si", "C", "C", "C", "H", "H", "H", "H", "H", "H", "H", "H", "H", "H", "H", "H", "H", "H", "H", "H", "H", "H", "H", "H", "H", "H", "H", "H", "H", "H", "H"],
  "coordinates": [[0.036, -0.148, -0.031], [4.007, -1.398, 0.301], [4.624, -0.660, -0.717], [4.003, 0.452, -1.204], [2.731, 0.844, -0.706], [2.078, 0.004, 0.153], [2.733, -1.039, 0.674], [2.328, 2.079, -0.995], [1.136, 2.564, -0.676], [0.023, 1.842, -0.403], [-1.033, 2.656, -0.165], [-2.284, 2.299, 0.081], [-2.746, 1.076, -0.140], [-4.152, 0.917, 0.009], [-4.793, -0.165, -0.515], [-4.031, -1.124, -1.205], [-2.665, -0.995, -1.188], [-2.008, 0.022, -0.626], [-0.588, 4.019, -0.270], [-1.238, 5.234, -0.104], [-0.502, 6.391, -0.256], [0.856, 6.345, -0.590], [1.508, 5.142, -0.778], [0.786, 3.965, -0.627], [4.508, -2.230, 0.770], [5.597, -0.957, -1.085], [4.461, 1.086, -1.947], [2.211, -1.563, 1.470], [-4.672, 1.724, 0.499], [-5.866, -0.276, -0.433], [-4.491, -1.951, -1.723], [-2.052, -1.757, -1.667], [-2.287, 5.256, 0.153], [-0.975, 7.353, -0.096], [1.396, 7.280, -0.694], [2.557, 5.107, -1.034], [-3.671, -2.858, 1.822], [-2.682, -2.320, 2.816], [-2.812, -2.622, 4.170], [-1.852, -2.170, 5.066], [-1.959, -2.531, 6.522], [-0.815, -1.368, 4.638], [-0.715, -0.913, 3.294], [-1.647, -1.515, 2.403], [0.153, -0.050, 2.751], [0.752, 1.068, 3.458], [0.819, 1.056, 4.996], [2.189, 1.260, 2.946], [-0.061, 2.325, 3.079], [-4.405, -3.498, 2.310], [-3.156, -3.437, 1.057], [-4.198, -2.040, 1.333], [-3.643, -3.219, 4.522], [-2.553, -3.432, 6.658], [-2.441, -1.720, 7.070], [-0.973, -2.684, 6.957], [-0.049, -1.134, 5.357], [-1.559, -1.240, 1.354], [1.459, 0.256, 5.361], [-0.170, 0.974, 5.439], [1.255, 2.001, 5.319], [2.752, 0.333, 3.033], [2.700, 2.032, 3.519], [2.169, 1.568, 1.904], [-1.019, 2.330, 3.594], [-0.251, 2.327, 2.012], [0.491, 3.228, 3.336], [2.623, -5.132, -2.834], [2.176, -5.859, -1.118], [3.556, -5.378, 0.119], [2.369, -7.756, -1.343], [0.114, -5.007, -0.256], [0.499, -2.555, -0.752], [-1.636, -5.958, -1.562], [-1.380, -5.560, -3.417], [-1.681, -7.871, -1.413], [-3.426, -5.424, -1.123], [-0.106, -5.755, 1.999], [0.471, -7.589, 2.005], [0.999, -4.798, 3.235], [-1.869, -5.789, 2.749], [3.634, -5.380, -3.148], [2.534, -4.051, -2.811], [1.943, -5.496, -3.598], [4.555, -5.479, -0.295], [3.505, -5.992, 1.013], [3.428, -4.344, 0.423], [3.329, -7.999, -1.789], [1.598, -8.162, -1.988], [2.307, -8.275, -0.394], [-0.477, -6.036, -3.783], [-1.258, -4.491, -3.554], [-2.202, -5.885, -4.048], [-0.701, -8.299, -1.591], [-2.370, -8.318, -2.125], [-1.996, -8.175, -0.420], [-3.529, -4.345, -1.155], [-3.689, -5.748, -0.120], [-4.165, -5.845, -1.800], [1.544, -7.670, 1.871], [0.000, -8.135, 1.196], [0.217, -8.097, 2.930], [2.040, -4.829, 2.928], [0.941, -5.199, 4.245], [0.698, -3.756, 3.281], [-2.617, -6.026, 2.001], [-2.124, -4.823, 3.168], [-1.964, -6.527, 3.542]],
  "total_charge": -1,
  "homo_energy_ev": [-2.8, -4.2],
  "multiplicity": 3,
  "gap_ha": [0.191, 0.199]
}

{
  "formula": "C39H59Cl5MgN4O3PS3",
  "method": "the ωB97M-V functional and the def2-TZVPD basis",
  "symbols": ["Mg", "O", "N", "C", "C", "C", "C", "C", "S", "H", "H", "H", "H", "Cl", "C", "C", "Cl", "C", "Cl", "C", "O", "C", "Cl", "C", "Cl", "C", "S", "O", "C", "C", "C", "C", "C", "C", "H", "H", "H", "H", "H", "H", "H", "H", "C", "C", "C", "C", "N", "C", "S", "N", "C", "C", "C", "C", "H", "H", "H", "H", "H", "H", "H", "H", "H", "H", "H", "H", "H", "H", "H", "H", "H", "H", "H", "H", "C", "C", "C", "C", "P", "N", "C", "C", "C", "C", "C", "C", "C", "C", "H", "H", "H", "H", "H", "H", "H", "H", "H", "H", "H", "H", "H", "H", "H", "H", "H", "H", "H", "H", "H", "H", "H", "H", "H", "H", "H"],
  "coordinates": [[2.033, 1.245, 1.294], [1.872, -0.124, -0.223], [2.646, -1.246, -0.401], [2.648, -2.136, 0.677], [3.261, -3.315, 0.532], [3.975, -3.527, -0.710], [4.009, -2.644, -1.761], [3.123, -1.436, -1.649], [2.840, -0.429, -2.959], [1.915, -1.816, 1.417], [3.276, -4.067, 1.320], [4.537, -4.470, -0.783], [4.645, -2.807, -2.670], [8.136, 5.748, 0.736], [7.049, 4.458, 1.142], [6.730, 4.070, 2.511], [7.842, 4.519, 3.681], [5.401, 3.640, 2.833], [4.584, 4.015, 4.320], [4.727, 2.855, 1.805], [3.779, 1.913, 2.097], [5.171, 3.045, 0.448], [4.206, 2.416, -0.825], [6.334, 3.794, 0.155], [6.856, 3.931, -1.480], [-1.012, 3.045, -1.532], [0.733, 2.989, -1.173], [0.823, 2.501, 0.261], [1.132, 4.773, -1.034], [1.212, 5.407, 0.179], [1.423, 6.765, 0.163], [1.867, 7.462, -0.967], [1.870, 6.830, -2.181], [1.350, 5.496, -2.232], [-1.626, 3.135, -0.626], [-1.278, 2.099, -2.031], [-1.252, 3.914, -2.126], [0.901, 4.819, 0.990], [1.434, 7.360, 1.129], [2.158, 8.483, -0.792], [2.177, 7.328, -3.077], [1.196, 5.113, -3.256], [-4.710, -4.989, -4.649], [-5.625, -4.348, -3.581], [-5.548, -2.824, -3.240], [-5.763, -1.985, -4.405], [-4.756, -2.082, -5.462], [-3.461, -1.680, -5.206], [-2.915, -0.818, -3.871], [-2.646, -1.827, -6.306], [-1.126, -1.740, -6.328], [-0.373, -2.610, -5.298], [-0.175, -4.097, -5.730], [0.548, -4.396, -7.015], [-4.733, -6.034, -4.555], [-3.661, -4.595, -4.468], [-4.988, -4.679, -5.637], [-5.612, -4.952, -2.643], [-6.647, -4.526, -3.955], [-4.632, -2.539, -2.687], [-6.421, -2.631, -2.459], [-5.786, -0.904, -4.064], [-6.719, -2.108, -4.964], [-4.911, -2.728, -6.277], [-3.076, -2.356, -7.048], [-0.965, -0.633, -6.189], [-0.995, -2.052, -7.345], [-0.935, -2.687, -4.409], [0.572, -2.060, -5.118], [-1.133, -4.538, -5.638], [0.398, -4.697, -4.928], [-0.177, -4.305, -7.838], [1.076, -5.402, -7.120], [1.260, -3.544, -7.137], [-0.772, 2.970, 3.897], [-1.455, 1.559, 3.749], [-2.498, 1.482, 4.865], [-2.169, 1.359, 2.439], [-0.241, -0.002, 3.779], [0.875, 0.551, 2.838], [0.479, -0.265, 5.620], [0.798, 1.157, 6.242], [-0.354, -1.040, 6.669], [1.777, -0.991, 5.386], [-1.085, -1.488, 3.113], [-0.151, -2.692, 3.444], [-1.199, -1.328, 1.558], [-2.525, -1.889, 3.692], [-1.202, 3.772, 3.302], [0.312, 2.810, 3.625], [-0.690, 3.457, 4.890], [-2.092, 1.706, 5.869], [-3.046, 0.539, 4.780], [-3.156, 2.331, 4.720], [-2.860, 2.229, 2.219], [-2.774, 0.430, 2.444], [-1.523, 1.213, 1.554], [-0.099, 1.740, 6.430], [1.474, 1.760, 5.567], [1.345, 1.083, 7.222], [-1.181, -0.430, 7.066], [0.303, -1.168, 7.585], [-0.766, -2.010, 6.338], [2.346, -0.726, 4.427], [1.742, -2.088, 5.439], [2.429, -0.812, 6.287], [0.895, -2.550, 3.035], [-0.584, -3.563, 2.867], [-0.125, -2.984, 4.504], [-1.250, -2.388, 1.249], [-0.294, -0.892, 1.080], [-2.181, -0.875, 1.283], [-2.532, -1.921, 4.829], [-2.765, -2.767, 3.074], [-3.276, -1.063, 3.386]],
  "total_charge": -2,
  "homo_energy_ev": [1.8, -2.2],
  "multiplicity": 2,
  "gap_ha": [0.049, 0.196]
}

Number 1: total energy -92597.2295 eV. Number 2: total energy -163351.6802 eV.